(1)
Entry from the OMol25 dataset: an isolated ion of composition C7H14NS and charge +1 at a distorted geometry (ωB97M-V/def2-TZVPD).

Each atom is followed by the atoms it is bonded to, with distances in Å.
Atoms and positions in Å:
1 C 2.490 0.916 -0.681  N8 1.331, H10 1.053, H11 1.142
2 C -1.860 -0.128 0.614  C3 1.460, C4 1.487, H12 1.082, H13 1.178
3 C -1.632 -1.570 0.657  C2 1.460, C4 1.564, H14 1.126, H15 1.015
4 C -0.700 -0.626 -0.172  C2 1.487, C3 1.564, C5 1.488, C7 1.629
5 C -0.568 -0.809 -1.643  C4 1.488, H16 1.036, H17 1.082, H18 1.105
6 C 0.916 1.915 0.936  N8 1.437, H19 1.122, H20 1.067, H21 1.035
7 C 0.738 -0.401 0.557  C4 1.629, N8 1.488, S9 1.850, H22 1.040
8 N 1.446 0.840 0.143  C1 1.331, C6 1.437, C7 1.488
9 S 1.850 -1.860 0.313  C7 1.850, H23 1.337
10 H 2.928 -0.019 -0.888  C1 1.053
11 H 3.089 1.802 -1.081  C1 1.142
12 H -2.839 0.245 0.345  C2 1.082
13 H -1.597 0.446 1.608  C2 1.178
14 H -1.154 -1.986 1.587  C3 1.126
15 H -2.182 -2.254 0.146  C3 1.015
16 H -1.142 -0.078 -2.100  C5 1.036
17 H -1.137 -1.676 -1.950  C5 1.082
18 H 0.462 -0.904 -2.032  C5 1.105
19 H -0.148 1.906 1.291  C6 1.122
20 H 1.131 2.700 0.245  C6 1.067
21 H 1.482 1.972 1.801  C6 1.035
22 H 0.670 -0.343 1.593  C7 1.040
23 H 1.350 -2.091 -0.904  S9 1.337

Properties
Energy above the lowest of the compared OMol25 structures with the same formula, charge and spin = 245.0 kJ/mol
Net charge = +1
F_max = 4.8 eV Å⁻¹
SMILES = C=[N+](C)[C@H](S)C1(C)CC1
LUMO = -5.04 eV

Here are the Mulliken charges for atoms 1 to 2, given in e:
1. C 0.095
2. C -0.522

(2)
Entry from the OMol25 dataset: an isolated ion of composition C2H5BrNO3PS and charge -2 at a distorted geometry (ωB97M-V/def2-TZVPD).

Each atom is followed by the atoms it is bonded to, with distances in Å.
Atoms and positions in Å:
1 C 0.343 -1.997 -0.700  C2 1.511, H10 1.064, H11 1.073, H12 1.033
2 C 0.496 -0.497 -0.808  C1 1.511, N3 1.494, H13 1.101, H14 1.094
3 N -0.813 0.170 -1.079  C2 1.494, S8 1.549
4 O -0.744 -0.370 1.937  P7 1.527
5 O -1.194 2.190 2.489  P7 1.494
6 O 1.034 1.508 1.717  P7 1.498
7 P -0.408 1.114 1.812  O4 1.527, O5 1.494, O6 1.498, S8 2.322
8 S -1.208 1.471 -0.338  N3 1.549, P7 2.322, Br9 2.314
9 Br -0.446 3.500 -1.147  S8 2.314
10 H -0.343 -2.424 -1.392  C1 1.064
11 H 1.176 -2.542 -1.101  C1 1.073
12 H -0.013 -2.145 0.258  C1 1.033
13 H 1.004 0.105 -0.038  C2 1.101
14 H 1.115 -0.085 -1.611  C2 1.094

Properties
Energy above the lowest of the compared OMol25 structures with the same formula, charge and spin = 123.2 kJ/mol
Net charge = -2
F_max = 2.9 eV Å⁻¹
LUMO = 5.78 eV

Here are the Mulliken charges for atoms 1 to 2, given in e:
1. C -1.252
2. C -0.095

(3)
Entry from the OMol25 dataset: a 2-piece molecular cluster, C4H12O overall at a distorted geometry (ωB97M-V/def2-TZVPD).

Each atom is followed by the atoms it is bonded to, with distances in Å.
Atoms and positions in Å:
1 C -0.401 1.468 1.558  C2 1.516, O3 1.407, H4 1.168, H5 1.156
2 C 0.110 2.113 0.285  C1 1.516, H6 1.086, H8 1.185, H9 1.064
3 O -0.537 0.115 1.200  C1 1.407, H7 0.928
4 H 0.260 1.760 2.476  C1 1.168
5 H -1.469 1.757 1.892  C1 1.156
6 H -0.094 3.179 0.288  C2 1.086
7 H -0.796 -0.475 1.869  O3 0.928
8 H -0.242 1.719 -0.776  C2 1.185
9 H 1.149 1.887 0.222  C2 1.064
10 C -0.228 -1.836 -0.544  C11 1.518, H12 1.068, H13 1.089, H14 1.039
11 C 0.658 -1.543 -1.741  C10 1.518, H15 1.091, H16 1.125, H17 1.051
12 H -1.060 -1.168 -0.576  C10 1.068
13 H -0.558 -2.874 -0.559  C10 1.089
14 H 0.295 -1.914 0.350  C10 1.039
15 H 0.416 -0.542 -2.101  C11 1.091
16 H 0.887 -2.398 -2.436  C11 1.125
17 H 1.609 -1.248 -1.405  C11 1.051

Properties
Energy above the lowest of the compared OMol25 structures with the same formula, charge and spin = 187.1 kJ/mol
F_max = 2.9 eV Å⁻¹
SMILES = CCO.CC
LUMO = 0.90 eV

Here are the Mulliken charges for atoms 1 to 2, given in e:
1. C -0.199
2. C -0.947

(4)
Entry from the OMol25 dataset: a 4-piece molecular cluster, C33H62N2O14S2 overall at a distorted geometry (ωB97M-V/def2-TZVPD).

Each atom is followed by the atoms it is bonded to, with distances in Å.
Atoms and positions in Å:
1 N 3.788 0.690 -0.094  C2 1.396, H25 1.008, H26 1.013
2 C 3.079 1.236 -1.165  N1 1.396, O3 1.220, C4 1.510
3 O 2.166 0.643 -1.716  C2 1.220
4 C 3.571 2.582 -1.643  C2 1.510, C5 1.532, H27 1.085, H28 1.080
5 C 2.513 3.298 -2.489  C4 1.532, C6 1.487, H29 1.077, H30 1.081
6 C 3.002 4.661 -2.827  C5 1.487, C7 1.333, C23 1.491
7 C 3.077 5.722 -2.024  C6 1.333, C8 1.477, C20 1.488
8 C 2.648 5.930 -0.626  C7 1.477, C9 1.542, H31 1.082, H32 1.080
9 C 1.335 6.738 -0.577  C8 1.542, C10 1.533, H33 1.078, H34 1.081
10 C 0.158 6.080 -1.305  C9 1.533, S11 1.819, H35 1.081, H36 1.079
11 S -0.956 5.230 -0.145  C10 1.819, C12 1.781
12 C -2.565 5.717 -0.732  S11 1.781, S13 1.616, N14 1.417
13 S -3.008 7.271 -0.758  C12 1.616
14 N -3.421 4.662 -1.135  C12 1.417, C15 1.465, C19 1.461
15 C -4.490 4.414 -0.164  N14 1.465, C16 1.539, H37 1.084, H38 1.088
16 C -5.609 3.491 -0.676  C15 1.539, O17 1.408, H39 1.089, H40 1.081
17 O -5.869 3.559 -2.058  C16 1.408, C18 1.406
18 C -4.674 3.552 -2.798  O17 1.406, C19 1.511, H41 1.079, H42 1.089
19 C -3.949 4.841 -2.485  N14 1.461, C18 1.511, H43 1.090, H44 1.080
20 C 3.712 6.828 -2.790  C7 1.488, O21 1.207, O22 1.380
21 O 3.971 7.954 -2.444  C20 1.207
22 O 3.966 6.359 -4.063  C20 1.380, C23 1.371
23 C 3.549 5.056 -4.156  C6 1.491, O22 1.371, O24 1.205
24 O 3.647 4.387 -5.153  C23 1.205
25 H 4.185 1.419 0.478  N1 1.008
26 H 3.141 0.133 0.451  N1 1.013
27 H 4.441 2.425 -2.272  C4 1.085
28 H 3.880 3.218 -0.827  C4 1.080
29 H 2.336 2.731 -3.388  C5 1.077
30 H 1.590 3.363 -1.931  C5 1.081
31 H 3.388 6.549 -0.136  C8 1.082
32 H 2.530 5.000 -0.089  C8 1.080
33 H 1.041 6.905 0.447  C9 1.078
34 H 1.526 7.682 -1.068  C9 1.081
35 H -0.399 6.846 -1.827  C10 1.081
36 H 0.461 5.361 -2.050  C10 1.079
37 H -4.032 3.922 0.687  C15 1.084
38 H -4.931 5.337 0.209  C15 1.088
39 H -5.439 2.458 -0.375  C16 1.089
40 H -6.526 3.803 -0.197  C16 1.081
41 H -4.864 3.421 -3.852  C18 1.079
42 H -4.046 2.748 -2.418  C18 1.089
43 H -4.705 5.626 -2.484  C19 1.090
44 H -3.172 5.066 -3.200  C19 1.080
45 C -7.588 5.403 -5.802  O46 1.406, H54 1.098, H55 1.088, H56 1.097
46 O -8.675 5.234 -4.926  C45 1.406, C47 1.422
47 C -8.247 5.130 -3.575  O46 1.422, C48 1.510, H57 1.097, H58 1.094
48 C -9.418 5.293 -2.635  C47 1.510, O49 1.422, H59 1.092, H60 1.092
49 O -9.779 6.647 -2.395  C48 1.422, C50 1.419
50 C -10.511 7.295 -3.423  O49 1.419, C51 1.512, H61 1.092, H62 1.092
51 C -11.973 6.910 -3.464  C50 1.512, O52 1.416, H63 1.100, H64 1.097
52 O -12.148 5.682 -4.147  C51 1.416, C53 1.408
53 C -13.439 5.154 -3.957  O52 1.408, H65 1.096, H66 1.088, H67 1.097
54 H -6.884 4.564 -5.726  C45 1.098
55 H -7.981 5.442 -6.816  C45 1.088
56 H -7.058 6.341 -5.594  C45 1.097
57 H -7.496 5.900 -3.356  C47 1.097
58 H -7.798 4.143 -3.424  C47 1.094
59 H -9.115 4.905 -1.660  C48 1.092
60 H -10.276 4.710 -2.975  C48 1.092
61 H -10.042 7.148 -4.398  C50 1.092
62 H -10.457 8.359 -3.182  C50 1.092
63 H -12.538 7.690 -3.993  C51 1.100
64 H -12.353 6.829 -2.438  C51 1.097
65 H -13.618 4.927 -2.899  C53 1.096
66 H -13.509 4.233 -4.530  C53 1.088
67 H -14.207 5.852 -4.312  C53 1.097
68 C 6.012 -5.402 5.126  O69 1.409, H77 1.096, H78 1.089, H79 1.096
69 O 5.574 -4.471 4.164  C68 1.409, C70 1.415
70 C 5.657 -3.137 4.631  O69 1.415, C71 1.512, H80 1.097, H81 1.100
71 C 5.506 -2.168 3.481  C70 1.512, O72 1.419, H82 1.092, H83 1.092
72 O 6.701 -1.968 2.743  C71 1.419, C73 1.422
73 C 7.065 -3.003 1.839  O72 1.422, C74 1.512, H84 1.092, H85 1.092
74 C 6.259 -3.005 0.560  C73 1.512, O75 1.417, H86 1.099, H87 1.097
75 O 5.011 -3.646 0.759  C74 1.417, C76 1.409
76 C 4.129 -3.405 -0.314  O75 1.409, H88 1.096, H89 1.088, H90 1.096
77 H 5.417 -5.329 6.045  C68 1.096
78 H 5.887 -6.397 4.703  C68 1.089
79 H 7.072 -5.251 5.360  C68 1.096
80 H 6.622 -2.968 5.125  C70 1.097
81 H 4.849 -2.967 5.358  C70 1.100
82 H 5.265 -1.189 3.901  C71 1.092
83 H 4.683 -2.466 2.828  C71 1.092
84 H 7.030 -3.981 2.324  C73 1.092
85 H 8.104 -2.797 1.577  C73 1.092
86 H 6.815 -3.547 -0.218  C74 1.099
87 H 6.104 -1.970 0.230  C74 1.097
88 H 3.905 -2.336 -0.405  C76 1.096
89 H 3.203 -3.941 -0.114  C76 1.088
90 H 4.549 -3.766 -1.260  C76 1.096
91 C 5.341 -8.526 2.150  O92 1.411, H100 1.097, H101 1.088, H102 1.096
92 O 5.013 -9.250 3.315  C91 1.411, C93 1.418
93 C 3.690 -8.981 3.747  O92 1.418, C94 1.512, H103 1.097, H104 1.100
94 C 3.241 -10.010 4.760  C93 1.512, O95 1.420, H105 1.092, H106 1.092
95 O 2.781 -11.221 4.177  C94 1.420, C96 1.420
96 C 3.780 -12.114 3.708  O95 1.420, C97 1.512, H107 1.092, H108 1.092
97 C 4.459 -12.898 4.809  C96 1.512, O98 1.417, H109 1.099, H110 1.097
98 O 5.474 -12.122 5.422  C97 1.417, C99 1.408
99 C 5.925 -12.705 6.622  O98 1.408, H111 1.096, H112 1.088, H113 1.096
100 H 5.243 -7.446 2.314  C91 1.097
101 H 6.374 -8.752 1.896  C91 1.088
102 H 4.698 -8.829 1.316  C91 1.096
103 H 3.005 -8.989 2.891  C93 1.097
104 H 3.671 -7.985 4.213  C93 1.100
105 H 2.376 -9.602 5.285  C94 1.092
106 H 4.023 -10.198 5.498  C94 1.092
107 H 4.514 -11.598 3.087  C96 1.092
108 H 3.247 -12.827 3.076  C96 1.092
109 H 4.916 -13.801 4.381  C97 1.099
110 H 3.711 -13.197 5.554  C97 1.097
111 H 5.116 -12.761 7.360  C99 1.096
112 H 6.718 -12.074 7.018  C99 1.088
113 H 6.326 -13.710 6.447  C99 1.096

Properties
F_max = 1.6 eV Å⁻¹
SMILES = NC(=O)CCC1=C(CCCSC(=S)N2CCOCC2)C(=O)OC1=O.COCCOCCOC.COCCOCCOC.COCCOCCOC
LUMO = -1.00 eV

Here are the Mulliken charges for atoms 1 to 2, given in e:
1. N -0.366
2. C 0.332

Repeat the second record exactly.
Entry from the OMol25 dataset: an isolated ion of composition C2H5BrNO3PS and charge -2 at a distorted geometry (ωB97M-V/def2-TZVPD).

Each atom is followed by the atoms it is bonded to, with distances in Å.
Atoms and positions in Å:
1 C 0.343 -1.997 -0.700  C2 1.511, H10 1.064, H11 1.073, H12 1.033
2 C 0.496 -0.497 -0.808  C1 1.511, N3 1.494, H13 1.101, H14 1.094
3 N -0.813 0.170 -1.079  C2 1.494, S8 1.549
4 O -0.744 -0.370 1.937  P7 1.527
5 O -1.194 2.190 2.489  P7 1.494
6 O 1.034 1.508 1.717  P7 1.498
7 P -0.408 1.114 1.812  O4 1.527, O5 1.494, O6 1.498, S8 2.322
8 S -1.208 1.471 -0.338  N3 1.549, P7 2.322, Br9 2.314
9 Br -0.446 3.500 -1.147  S8 2.314
10 H -0.343 -2.424 -1.392  C1 1.064
11 H 1.176 -2.542 -1.101  C1 1.073
12 H -0.013 -2.145 0.258  C1 1.033
13 H 1.004 0.105 -0.038  C2 1.101
14 H 1.115 -0.085 -1.611  C2 1.094

Properties
Energy above the lowest of the compared OMol25 structures with the same formula, charge and spin = 123.2 kJ/mol
Net charge = -2
F_max = 2.9 eV Å⁻¹
LUMO = 5.78 eV

Here are the Mulliken charges for atoms 1 to 2, given in e:
1. C -1.252
2. C -0.095